(1)
A cluster of 2 separate species, C11H11N in total in a non-equilibrium geometry. Source: OMol25; level of theory: ωB97M-V with the def2-TZVPD basis set.

The geometry in XYZ format:
```
23
Properties=species:S:1:pos:R:3:nbo_charge:R:1
C 2.8268 -0.2049 0.2796 -0.25
C 2.3432 1.0269 -0.1224 -0.23
C 0.9746 1.2118 -0.8829 -0.22
C 0.1514 0.0402 -1.0674 -0.22
C 0.7646 -1.1871 -0.6465 -0.20
C 1.9456 -1.3077 0.1351 -0.23
H 3.9449 -0.3410 0.7140 0.24
H 2.8589 2.1217 -0.0782 0.23
H 0.4380 2.3049 -0.7989 0.23
H -0.7016 -0.0550 -1.8096 0.25
H 0.3573 -1.9597 -1.0097 0.20
H 2.3345 -2.3486 0.3608 0.22
C -1.4398 1.1554 0.9296 -0.21
C -2.3147 1.0969 -0.0761 -0.30
C -2.6967 -0.2632 -0.5942 0.04
N -2.1561 -1.4886 -0.2375 -0.45
C -1.0135 -1.2995 0.6139 0.04
C -0.7018 -0.0133 1.2196 -0.23
H -0.9786 1.9378 1.6804 0.24
H -2.9285 1.9242 -0.1799 0.22
H -3.6258 -0.2203 -1.3175 0.21
H -0.5354 -2.0733 1.0073 0.19
H 0.1524 -0.0578 1.8804 0.22
```

Energy above the lowest of the compared OMol25 structures with the same formula, charge and spin: 6.9430 eV
Gap between HOMO and LUMO: 0.288 hartree
Charge: 0
Strongest force on any atom: 0.1584 Eh/bohr

---

(2)
A cluster of 9 separate species, C22H57N17O14P in total in a non-equilibrium geometry. Source: OMol25; level of theory: ωB97M-V with the def2-TZVPD basis set.

The geometry in XYZ format:
```
111
Properties=species:S:1:pos:R:3:mulliken_charge:R:1
C 0.4225 4.9233 1.0650 -0.55
C 2.0261 4.8977 1.3727 -0.66
C 2.4757 3.3565 1.3293 -0.24
C 3.0126 3.0407 -0.1666 -0.47
C 3.2071 1.4406 -0.2633 -0.47
C 2.2308 0.7174 -1.3084 0.64
P 3.3601 0.6834 -2.8899 -0.23
N 3.0336 2.2056 -3.7441 -0.80
O 2.8510 -0.5475 -3.9709 -0.38
O 1.0402 1.4652 -1.7768 -0.22
C 0.2468 0.5182 -2.4881 -0.05
O -0.5200 0.8567 -3.4177 -0.63
O 0.5229 -0.8138 -1.9851 -0.21
C 1.4755 -0.6223 -0.9000 0.97
C 2.5913 -1.8077 -1.0783 -0.10
O 2.1964 -2.8359 -1.7389 -0.64
O 3.8593 -1.6716 -0.5669 -0.71
C 1.0145 -0.8649 0.6139 0.19
C 0.5832 -2.4021 0.9042 -1.10
C -0.1635 0.0943 1.1314 0.55
C -1.5486 -0.0334 0.3267 0.08
C -1.9424 1.4648 -0.1689 -0.87
H -0.0847 5.8364 1.5587 0.31
H -0.0513 3.9877 1.5259 -0.16
H 0.2038 4.9480 -0.0594 0.27
H 2.5506 5.5396 0.5904 0.38
H 2.1771 5.2853 2.4346 0.28
H 1.6356 2.6464 1.6232 -0.06
H 3.3379 3.1657 2.0636 0.32
H 2.3634 3.4910 -0.9893 0.15
H 4.0679 3.5107 -0.2118 0.22
H 3.1373 1.0133 0.7893 0.29
H 4.2894 1.2715 -0.6334 0.31
H 2.1429 2.0562 -4.2470 0.33
H 2.9028 2.9436 -3.0298 0.42
H 2.9496 -0.2736 -4.9085 0.29
H 1.9280 -0.6684 1.2935 0.48
H 1.5327 -2.9429 1.2806 0.32
H 0.2551 -2.9500 -0.0403 0.09
H -0.1976 -2.4773 1.7371 0.37
H -0.3849 -0.2269 2.2211 0.59
H 0.1603 1.1872 1.1854 -1.26
H -1.5513 -0.8050 -0.5113 0.22
H -2.3847 -0.3482 1.0596 0.08
H -1.0000 2.0945 -0.3846 -0.01
H -2.4668 1.9865 0.7214 0.29
H -2.6273 1.4690 -1.0890 0.28
C -3.5092 -2.1734 3.4491 0.50
O -2.8363 -1.4897 2.6900 -0.61
N -4.1377 -1.6607 4.5396 -0.40
N -3.6899 -3.5029 3.2734 -0.27
H -4.6914 -2.2137 5.1674 0.15
H -4.0328 -0.6752 4.7126 0.21
H -3.2431 -3.9282 2.4783 0.21
H -4.2410 -4.0737 3.8909 0.24
C 1.0658 3.5182 4.8981 0.72
O 1.6239 2.5395 4.4254 -0.65
N 1.5775 4.2295 5.9335 -0.34
N -0.1195 3.9856 4.4311 -0.33
H 1.1244 5.0364 6.3288 0.16
H 2.4560 3.9218 6.3147 0.18
H -0.5408 3.4914 3.6622 0.20
H -0.5846 4.7886 4.8134 0.16
C -1.2483 0.5213 -7.5992 0.60
O -1.1926 0.4765 -8.8221 -0.72
N -2.4130 0.4066 -6.9158 -0.28
N -0.1533 0.6900 -6.8189 -0.28
H -2.4715 0.4410 -5.9132 0.15
H -3.2521 0.2801 -7.4544 0.21
H 0.7342 0.7814 -7.2837 0.16
H -0.1895 0.7285 -5.8136 0.20
C 7.5581 -0.4814 -1.9347 0.63
O 7.8846 -0.0759 -3.0439 -0.70
N 8.4253 -0.5304 -0.8864 -0.39
N 6.3121 -0.9169 -1.6463 -0.11
H 8.1690 -0.8603 0.0257 0.17
H 9.3666 -0.2165 -1.0503 0.21
H 5.6307 -0.9011 -2.3876 0.08
H 6.0396 -1.2500 -0.7386 0.18
C -1.4940 -4.9256 -3.5141 0.62
O -2.2725 -5.8688 -3.4126 -0.74
N -1.6615 -3.9264 -4.4105 -0.16
N -0.3928 -4.7919 -2.7395 -0.28
H -1.0273 -3.1529 -4.4963 0.15
H -2.4668 -3.9729 -5.0150 0.09
H -0.2193 -5.5068 -2.0540 0.16
H 0.2495 -4.0193 -2.8185 0.19
C -5.5406 -6.8531 3.3497 0.61
O -5.0456 -5.7897 3.6931 -0.69
N -5.4237 -7.9883 4.0823 -0.40
N -6.2512 -6.9950 2.2048 -0.38
H -5.8262 -8.8655 3.8082 0.16
H -4.9036 -7.9322 4.9420 0.21
H -6.3647 -6.1786 1.6267 0.22
H -6.6609 -7.8635 1.9142 0.17
C -3.9431 -3.2191 -7.4850 0.70
O -2.9768 -3.8248 -7.0552 -0.69
N -3.8257 -2.1713 -8.3345 -0.42
N -5.2207 -3.5358 -7.1511 -0.39
H -4.6111 -1.6613 -8.6947 0.16
H -2.8931 -1.9009 -8.6073 0.21
H -5.3555 -4.3087 -6.5201 0.24
H -6.0207 -3.0412 -7.5001 0.15
C 0.8764 6.3879 9.1417 0.64
O 0.6269 6.2425 7.9547 -0.67
N 0.3922 7.4227 9.8723 -0.43
N 1.6605 5.5281 9.8379 -0.36
H 0.5914 7.5504 10.8473 0.15
H -0.1957 8.0880 9.3983 0.22
H 2.0433 4.7428 9.3377 0.21
H 1.8708 5.6393 10.8126 0.17
```

Gap between HOMO and LUMO: 0.234 hartree
Charge: -1
Strongest force on any atom: 0.1100 Eh/bohr

---

(3)
An isolated molecule of C5H8N2 in a non-equilibrium geometry. Source: OMol25; level of theory: ωB97M-V with the def2-TZVPD basis set.

The geometry in XYZ format:
```
15
Properties=species:S:1:pos:R:3:nbo_charge:R:1
C -1.9085 -0.9074 0.4597 -0.61
C -0.5886 -0.4953 -0.1434 -0.08
C -0.4142 0.8222 -0.8079 -0.26
N 0.1176 0.5835 0.5259 -0.39
C 1.5559 0.4828 0.7011 -0.33
C 2.3291 0.2769 -0.5410 0.26
N 2.8838 0.1245 -1.5450 -0.32
H -1.7552 -1.5943 1.2942 0.21
H -2.5295 -1.3984 -0.2938 0.21
H -2.4427 -0.0297 0.8344 0.22
H 0.0241 -1.3100 -0.5444 0.20
H 0.2810 0.8709 -1.6468 0.21
H -1.2470 1.5199 -0.8540 0.20
H 1.9149 1.3991 1.1806 0.24
H 1.7794 -0.3447 1.3803 0.24
```

Energy above the lowest of the compared OMol25 structures with the same formula, charge and spin: 1.6343 eV
Gap between HOMO and LUMO: 0.396 hartree
Charge: 0
Strongest force on any atom: 0.0220 Eh/bohr

---

(4)
A cluster of 2 separate species, C3H11O5P in total in a non-equilibrium geometry. Source: OMol25; level of theory: ωB97M-V with the def2-TZVPD basis set.

The geometry in XYZ format:
```
20
Properties=species:S:1:pos:R:3:nbo_charge:R:1
C 0.5491 -2.7407 -2.1816 -0.27
O 0.8758 -2.2222 -0.8854 -0.81
P -0.3183 -1.7391 0.0353 2.53
O -1.2806 -0.7887 -0.5456 -1.11
O 0.4679 -1.2265 1.3214 -0.99
O -0.9412 -3.1292 0.5175 -0.99
H 1.4956 -2.9110 -2.7218 0.20
H -0.0651 -2.0325 -2.7627 0.20
H 0.0078 -3.6991 -2.1097 0.19
H 0.4781 -0.2316 1.3316 0.53
H -1.8993 -3.0066 0.7565 0.52
C -0.7916 2.6444 1.5857 -0.26
O 0.5283 2.1881 1.3658 -0.56
C 0.9815 2.5796 0.0852 -0.26
H -1.0971 2.3150 2.5931 0.19
H -1.4956 2.2223 0.8490 0.18
H -0.8539 3.7448 1.5415 0.17
H 0.3533 2.1546 -0.7157 0.18
H 0.9950 3.6771 -0.0232 0.17
H 2.0104 2.2013 -0.0368 0.19
```

Energy above the lowest of the compared OMol25 structures with the same formula, charge and spin: 0.0716 eV
Gap between HOMO and LUMO: 0.401 hartree
Charge: 0
Strongest force on any atom: 0.0278 Eh/bohr

---

(5)
A cluster of 2 separate species, C3H3N3O in total in a non-equilibrium geometry. Source: OMol25; level of theory: ωB97M-V with the def2-TZVPD basis set.

The geometry in XYZ format:
```
10
Properties=species:S:1:pos:R:3:nbo_charge:R:1
N 1.7390 0.3715 0.3194 -0.59
C 0.9118 -0.4685 0.0707 0.50
C -0.2723 -0.8862 -0.3230 -0.55
C -1.3403 -0.4891 0.6156 0.42
O -1.4168 0.5784 1.1908 -0.52
H 2.4821 0.4412 0.9860 0.41
H -0.5348 -1.4573 -1.2046 0.27
H -2.0278 -1.3406 0.7823 0.12
N 0.6251 1.9527 -1.1376 -0.01
N -0.2628 1.3703 -1.4478 -0.04
```

Energy above the lowest of the compared OMol25 structures with the same formula, charge and spin: 1.8368 eV
Gap between HOMO and LUMO: 0.360 hartree
Charge: 0
Strongest force on any atom: 0.0449 Eh/bohr